Entry 1:
Formula: C14H29IO7PS3
Source: OMol25
Level of theory: ωB97M-V/def2-TZVPD

Properties
Orbital gap = 9.1 eV
Energy relative to the best compared isomer or geometry (same formula, charge and spin) = 0.0 kcal per mole
Charge = +1
Electronic energy = -2910.8263 Ha
Lowest unoccupied orbital energy = -3.12 eV
HOMO = -12.2 eV
Strongest force on any atom = 2.75 eV/A

Cartesian coordinates (Å):
C (-1.8205, -5.3657, 3.9528)
H (-0.2390, -0.2486, -1.9930)
C (2.8453, 3.8281, -6.1892)
O (-1.1575, -0.2262, 2.4325)
H (4.1014, 2.4375, -5.0646)
S (-2.5054, -5.4517, 2.3035)
O (1.2658, 2.5005, -3.2399)
C (0.7683, 2.6030, -5.8290)
H (1.0190, 4.7117, -5.4407)
H (0.6012, -3.6315, 2.2924)
C (-0.3982, -3.8569, 2.6685)
H (-2.5569, 2.8175, 1.4639)
H (0.0829, 2.5181, 3.9465)
H (-3.2718, 1.1798, 1.4421)
H (-1.9282, -6.3294, 4.4458)
H (-1.8476, -3.5156, 1.0727)
H (0.0891, -4.6037, 4.6648)
H (0.9777, -2.0458, -1.0945)
H (-0.7274, 1.0925, 4.6456)
S (1.8200, 2.0422, -4.4988)
H (-3.5315, 1.1976, 3.8767)
H (1.9269, 1.0997, -0.0407)
C (3.2295, 3.0706, -4.9131)
S (-1.0470, 1.2131, 2.3048)
C (2.1016, 0.3471, -0.8267)
C (-3.2277, 2.1412, 3.4170)
H (3.4046, 3.7511, -4.0805)
O (-2.2911, -6.7765, 1.7853)
H (0.2137, -5.8065, 3.3785)
O (-3.8048, -4.8313, 2.2992)
C (-0.3670, -4.9540, 3.7394)
H (-0.2672, 2.6284, -5.4949)
C (3.2101, -0.6058, -0.3182)
C (1.3201, 3.9776, -6.1922)
C (-1.3163, -4.3418, 1.5429)
C (-2.0734, 2.7577, 4.2147)
I (4.8185, -1.3261, -1.5289)
O (-0.1119, 1.8211, 1.3775)
H (-2.3705, -4.5997, 4.5001)
H (0.8796, 1.9022, -6.6569)
H (-4.0965, 2.7970, 3.3890)
H (-2.2934, 2.7933, 5.2807)
C (-0.8227, 1.9149, 3.9378)
P (0.5592, -0.7048, -0.9234)
H (-1.9069, 3.7841, 3.8803)
H (-0.8006, -2.9373, 3.1001)
O (3.1426, -0.9742, 0.7810)
H (3.1566, 3.2547, -7.0651)
C (-2.6761, 1.8859, 2.0181)
H (0.9483, 4.3138, -7.1590)
H (3.3456, 4.7944, -6.2369)
H (2.3344, 0.8686, -1.7770)
H (-0.7640, -4.9058, 0.7914)
O (2.1590, 0.6534, -4.7109)
H (-0.1002, -0.6593, 0.3288)

Entry 2:
Formula: C16H31BBr2F3N6O4
Source: OMol25
Level of theory: ωB97M-V/def2-TZVPD

Properties
Orbital gap = 9.2 eV
Charge = +1
Electronic energy = -6730.2026 Ha
Lowest unoccupied orbital energy = -2.13 eV
HOMO = -11.3 eV
Strongest force on any atom = 1.20 eV/A

Cartesian coordinates (Å):
C (1.2464, -0.3218, 0.6955)
H (-0.1182, -6.6453, -1.3853)
O (4.4608, 4.9002, -1.4485)
H (-8.0620, -3.0155, 2.1770)
H (-5.5810, -2.2848, 0.1466)
H (4.7788, -1.8858, -1.8229)
H (2.5720, 7.5027, -3.4708)
H (0.0887, -7.0828, 0.3198)
H (2.6832, 4.6685, -0.4794)
C (-1.8795, 1.6387, -0.5073)
H (-5.0665, -0.9976, 1.2380)
F (-1.3579, 2.8764, -0.4243)
H (1.3306, 0.3492, 1.5407)
F (-0.6724, 1.4978, 1.5064)
N (3.5016, 0.5440, -0.0859)
H (3.6501, 6.1211, -3.7670)
C (2.5562, -0.4122, 0.0064)
H (0.8416, 5.7189, -0.8717)
N (-6.0004, -2.6277, 2.1757)
H (2.4182, -2.3319, -0.7755)
H (0.6739, -4.7070, -1.9019)
C (-1.0367, 0.7273, 0.4467)
H (-5.1567, -4.0161, 3.4148)
C (-0.4291, -6.4156, -0.3690)
H (4.1168, 7.3619, -2.6040)
C (-7.2759, -2.6976, 2.8635)
C (1.1918, 6.3508, -1.6855)
H (2.4424, 3.0355, 1.6370)
N (-0.1102, -5.0313, -0.0549)
C (3.2818, 5.1654, -1.2604)
H (0.5879, 6.1482, -2.5711)
O (2.2962, 2.3466, 0.9778)
C (3.2714, 6.8095, -3.0122)
N (2.9711, -1.4666, -0.6728)
H (-0.9212, -5.3080, 1.8462)
H (-0.0936, -0.6165, -0.9575)
C (4.2080, -1.2072, -1.2186)
C (0.4697, -4.2312, -0.9339)
F (-1.6991, 1.2121, -1.7759)
H (0.4459, -4.1748, 1.7814)
C (-0.4535, -4.5175, 1.2684)
H (-1.5028, -6.5783, -0.2814)
O (-3.8568, -3.3465, 2.0004)
Br (-3.7749, 1.7372, -0.2076)
C (0.1820, 0.1924, -0.2924)
H (5.4933, 2.3070, 0.6270)
H (0.9822, -1.3160, 1.0443)
N (2.5912, 6.0742, -1.9547)
C (-5.8531, -1.7270, 1.0431)
H (-1.1434, -3.6830, 1.1795)
H (1.0586, 7.3953, -1.4013)
H (0.6195, 1.0145, -0.8618)
B (3.4783, 1.9341, 0.4690)
H (5.4182, 0.6035, -1.0847)
H (-7.5417, -1.7222, 3.2736)
H (-7.2140, -3.4141, 3.6793)
Br (-2.0314, -0.8056, 1.0814)
H (4.7452, 3.1334, -0.5578)
C (-4.9476, -3.3679, 2.5491)
O (0.7502, -3.0409, -0.7212)
H (-6.7933, -1.2087, 0.8751)
N (4.6321, 2.8025, 0.4135)
C (4.5372, 0.0359, -0.8580)

Entry 3:
Formula: C12H19NO
Source: OMol25
Level of theory: ωB97M-V/def2-TZVPD

Properties
Orbital gap (spin up / spin down) = 8.7 / 3.9 eV
⟨S²⟩ = 0.7612
Energy relative to the best compared isomer or geometry (same formula, charge and spin) = 84.2 kcal per mole
Charge = +1
Electronic energy = -598.1646 Ha
Lowest unoccupied orbital energy (spin up / spin down) = -2.87 / -7.61 eV
Spin multiplicity = 2
HOMO (spin up / spin down) = -11.5 / -11.5 eV
Strongest force on any atom = 7.87 eV/A

Cartesian coordinates (Å):
H (1.4184, -0.8968, 2.6155)
H (0.9672, 3.1589, 1.4265)
H (0.6316, 1.3803, 3.0702)
C (1.1513, 1.1810, 2.1879)
C (2.4357, -0.2478, 0.8396)
H (0.9749, -0.1436, -1.8803)
C (2.6597, 0.8247, 0.0070)
H (-2.5847, -0.4650, 1.5156)
H (-3.8319, -1.4679, -0.8249)
C (-2.7741, -0.7914, -0.6971)
H (-3.3615, 0.5247, 0.8452)
O (0.3502, -1.7470, -0.0767)
C (1.2066, 2.2006, 1.2924)
H (-1.1299, -3.7540, 0.6274)
H (2.9659, 3.9268, -0.6084)
N (-1.8192, -1.9372, -0.5638)
H (-2.8338, -2.9607, 0.8875)
C (-0.4914, -1.5084, -0.8616)
H (-1.7408, 0.7902, 0.4383)
H (-2.8959, -0.4260, -1.8860)
H (-2.4107, -3.8757, -0.2922)
H (1.4783, 3.6096, -1.1547)
H (3.4338, 0.5972, -0.7151)
H (-0.2569, -1.1029, -2.9565)
C (-2.6095, 0.0567, 0.5141)
C (-0.0697, -0.5981, -2.0693)
H (2.9988, -1.1160, 0.6383)
H (2.6784, 2.6556, -1.6922)
H (-0.6211, 0.3125, -2.2034)
C (2.3328, 3.1122, -0.8035)
C (1.5849, -0.1474, 1.9264)
C (2.0386, 1.9963, 0.1478)
C (-1.8759, -3.1413, 0.3059)

Entry 4:
Formula: C48H63BMoN5P2STe
Source: OMol25
Level of theory: ωB97M-V/def2-TZVPD

Properties
Orbital gap (spin up / spin down) = 5.1 / 5.3 eV
⟨S²⟩ = 2.0392
Energy relative to the best compared isomer or geometry (same formula, charge and spin) = 0.0 kcal per mole
Charge = +3
Electronic energy = -3581.8201 Ha
Lowest unoccupied orbital energy (spin up / spin down) = -9.49 / -9.38 eV
Spin multiplicity = 3
HOMO (spin up / spin down) = -14.6 / -14.6 eV
Strongest force on any atom = 1.35 eV/A

Cartesian coordinates (Å):
C (0.1098, 0.9823, -5.0920)
H (-4.8976, 1.5152, -0.1312)
H (0.1864, -2.0752, 1.8146)
H (2.1731, -2.3202, -0.5396)
C (-4.1695, -0.9653, 0.0187)
C (2.8311, 1.7893, 4.4972)
H (-5.2321, -0.8528, -0.2064)
C (-2.4252, 4.5070, -1.4212)
C (-2.4814, -2.7503, 2.3281)
H (-3.8773, 2.3038, 1.0589)
N (-0.2934, 1.4830, 2.7813)
H (-3.6482, 5.2527, -3.0157)
H (0.8487, 2.4983, 7.1593)
H (-2.1370, -2.1038, 4.7956)
H (-0.9418, 2.2129, 5.4884)
H (0.0312, 1.0962, -6.1648)
H (-2.1648, -3.6064, 2.9264)
H (-4.0233, -1.9791, 0.3859)
H (1.6671, 3.1704, -0.3717)
H (-2.6741, -6.9391, -0.1198)
H (-0.0480, -2.7276, 3.4373)
Te (-0.7999, -2.2040, -0.9387)
C (-1.7225, 1.3862, 2.7110)
C (1.8245, 1.6244, 3.5542)
C (2.7444, 3.3123, -0.4246)
C (-0.3683, -2.8375, -2.9255)
H (3.6988, -3.0206, 0.0234)
C (3.4299, 2.1094, -1.0836)
H (4.8134, -2.0564, -2.0903)
H (3.6993, 2.9130, -3.0561)
H (-2.1721, 1.2228, 3.6871)
N (0.2712, 0.6647, -2.3251)
C (-4.2569, 6.0146, -1.0962)
H (3.2531, -1.4478, -2.6003)
C (-0.6001, -6.8872, 0.4432)
N (-1.6287, 3.6958, -2.2604)
H (3.1151, 3.5000, 0.5839)
C (1.0008, -3.9983, -4.5093)
H (3.2088, 2.2335, 6.5505)
C (0.9562, -0.1208, -3.1616)
C (-3.7739, 0.1063, 1.0393)
C (-2.1352, -1.1752, 4.2213)
N (-0.6944, 2.3093, -0.6099)
C (3.1134, 2.1222, -2.5850)
H (-2.2653, -2.1239, -3.6484)
H (2.0617, 2.3456, -2.7669)
C (-3.9210, 1.4730, 0.3554)
C (3.0705, -2.1275, 0.0477)
C (-0.5880, 1.8233, -4.2402)
H (-3.5542, -2.6340, 2.4734)
H (0.1855, -4.1877, -6.4856)
H (-3.1411, -0.7632, 4.2805)
H (5.7206, -1.7759, 0.0350)
C (3.0989, 0.8968, 1.5458)
H (1.5085, -0.6565, -5.1530)
H (3.4924, -0.0153, 1.9953)
C (-0.2014, -1.8453, 2.8123)
H (-1.4359, -0.4990, 4.7136)
C (1.1051, 2.2507, 6.1384)
C (0.0960, 2.0856, 5.2068)
P (2.7221, 0.5727, -0.2416)
C (-3.4651, 5.2578, -1.9467)
H (1.3879, -4.1496, 0.3628)
H (-2.7584, 5.2755, 1.8579)
H (1.5496, -3.7082, -2.4569)
C (-0.6906, -4.2198, -0.2204)
H (-2.1650, 2.2846, 2.2794)
C (3.8451, -0.9411, -0.5381)
C (2.4512, 2.1028, 5.7901)
H (3.8774, 1.6827, 4.2407)
H (2.9385, 4.2063, -1.0202)
C (-1.1375, -3.1203, -5.1797)
H (5.4878, 1.5379, -1.5511)
H (-4.6266, 6.6089, 0.9296)
H (-4.7325, -0.9418, 2.7030)
H (-3.6251, -0.8445, -0.9180)
C (-1.7037, -1.5138, 2.7901)
H (5.2433, 3.2339, -1.1722)
C (0.4663, 1.7646, 3.9057)
C (4.1403, -1.2003, -2.0180)
Mo (-0.0374, 0.3617, -0.2185)
C (0.4992, -4.7539, 0.2441)
H (4.6466, -0.3582, -2.4880)
H (1.4643, -6.5349, 0.9239)
C (5.2012, -0.8256, 0.1737)
H (5.8302, -0.0522, -0.2599)
H (-5.0640, 6.6071, -1.5035)
H (-2.7568, -4.5571, -0.7372)
H (2.7729, -1.9534, 1.0858)
C (-1.7855, -6.3308, -0.0193)
C (-2.1778, 4.5130, -0.0583)
C (4.9450, 2.2201, -0.8972)
H (-5.7168, 0.2825, 1.9233)
C (-0.9744, 2.6029, -1.8713)
C (0.0347, -3.7980, -5.4876)
S (-0.7612, 3.6263, 0.5242)
H (-4.4320, 0.7815, 3.0145)
C (-4.0131, 6.0111, 0.2698)
H (5.2720, 2.0596, 0.1294)
H (3.3676, 1.1864, -3.0816)
C (0.9229, 0.0098, -4.5347)
H (5.1379, -0.6639, 1.2467)
N (1.8889, 1.2739, 2.2111)
C (-4.7023, 0.0485, 2.2529)
H (-2.2929, -3.0010, 1.2871)
C (-0.4566, 1.6687, -2.8677)
C (0.8021, -3.5249, -3.2198)
H (3.8640, 1.6701, 1.6366)
H (-1.2163, 2.5997, -4.6538)
H (-0.5652, -7.9355, 0.7073)
C (-2.9734, 5.2542, 0.7966)
H (1.9091, -4.5391, -4.7425)
H (0.3886, -1.0337, 3.2397)
C (0.5373, -6.1035, 0.5703)
H (-1.7399, 3.8523, -3.2499)
H (-1.9010, -2.9790, -5.9338)
B (0.5750, 1.1563, 1.6879)
C (-1.8370, -4.9869, -0.3589)
H (1.5711, -0.8712, -2.6964)
P (-1.9660, -0.0543, 1.5853)
C (-1.3432, -2.6384, -3.8944)
H (-3.1653, 1.6173, -0.4187)

Entry 5:
Formula: CH4N2O
Source: OMol25
Level of theory: ωB97M-V/def2-TZVPD

Properties
Orbital gap = 10.7 eV
Energy relative to the best compared isomer or geometry (same formula, charge and spin) = 101.1 kcal per mole
Electronic energy = -225.1308 Ha
SMILES = [H]/N=C/NO
Lowest unoccupied orbital energy = 0.87 eV
HOMO = -9.8 eV
Strongest force on any atom = 7.34 eV/A

Cartesian coordinates (Å):
C (0.4939, -0.2632, 0.2543)
H (0.0792, -1.1543, 0.7184)
N (1.6497, 0.1453, -0.3542)
H (-0.4100, 1.5464, -0.3896)
H (2.4349, -0.5803, -0.0849)
N (-0.5447, 0.7366, 0.2078)
H (-2.2651, -0.1034, 0.0151)
O (-1.4378, -0.3272, -0.3668)

Entry 6:
Formula: C20H25FFeN6O3S2
Source: OMol25
Level of theory: ωB97M-V/def2-TZVPD

Properties
Orbital gap (spin up / spin down) = 6.9 / 4.2 eV
⟨S²⟩ = 8.7691
Charge = +3
Electronic energy = -3490.4334 Ha
Lowest unoccupied orbital energy (spin up / spin down) = -8.72 / -11.47 eV
Spin multiplicity = 6
HOMO (spin up / spin down) = -15.7 / -15.6 eV
Strongest force on any atom = 4.47 eV/A

Cartesian coordinates (Å):
C (4.1004, 2.3059, 0.7980)
H (-3.0903, 6.2343, -1.8828)
H (3.4147, 2.5314, -1.2519)
C (2.0005, -1.5496, -0.4206)
H (4.8855, 3.0444, 0.6576)
C (2.5144, -2.9965, -0.4316)
H (-0.7014, 5.4040, 1.2899)
C (1.2952, 1.1505, -0.4084)
C (-3.1895, -5.2763, 1.5086)
C (2.9250, -0.5329, -0.4517)
H (-1.9886, 7.1443, 0.0535)
N (-2.9591, -4.8260, 2.7326)
H (-2.7949, 4.7109, 0.0206)
H (3.2602, 2.7814, 1.2983)
H (0.5301, 6.4384, -1.3252)
C (0.6071, -1.2696, -0.3750)
H (-0.3096, -6.7856, -2.0810)
O (1.6321, -3.8530, -0.7696)
H (0.4103, 7.3308, 0.2015)
N (2.6190, 0.7659, -0.4719)
F (-2.6995, 2.1503, -0.1465)
C (-2.0747, 5.9364, -1.6194)
H (-4.1939, -6.9551, 2.0881)
N (-0.7913, 4.2258, -0.4393)
H (-2.5380, 3.8737, -1.5257)
H (-2.5454, -3.9151, 2.8600)
O (3.6651, -3.1802, -0.1287)
H (0.8704, 4.9377, 0.6296)
H (3.9731, -0.8051, -0.4709)
C (-1.0504, 0.5358, -0.2903)
N (-0.1316, -6.2629, -0.0537)
H (-4.0269, -6.7470, 0.3861)
C (-0.1384, 5.2451, 0.3563)
C (-1.3977, 1.8564, -0.2810)
H (-1.5000, 5.8137, -2.5394)
C (-0.1058, -7.0944, -1.0679)
H (-1.8152, -0.2246, -0.2414)
N (-1.4292, 6.9874, -0.7971)
H (0.6246, -8.9381, 1.7495)
C (0.3907, -8.2298, 0.9782)
H (4.4890, 1.5232, 1.4441)
H (0.1853, -6.3382, 2.0270)
C (0.9022, 2.4967, -0.4128)
C (3.7073, 1.7365, -0.5633)
Fe (-0.3206, -4.2070, -1.0055)
O (-0.3124, -2.1314, -0.3445)
H (1.6510, 3.2661, -0.4794)
C (-0.4333, 2.8928, -0.3622)
C (0.1554, -6.8974, 1.1114)
C (0.2929, 0.1496, -0.3582)
S (0.2667, -8.7055, -0.6615)
H (4.5732, 1.2329, -0.9965)
C (-0.0602, 6.5630, -0.4153)
C (-2.1259, 4.6202, -0.8468)
H (-1.4013, 7.8748, -1.3122)
H (-3.3272, -5.2871, 3.5525)
S (-2.6953, -4.3154, 0.1692)
N (-3.7935, -6.4376, 1.3169)